[1]
Density functional theory data (ωB97M-V with the def2-TZVPD basis set) for a structure of composition C21H33N2O4P2V at a distorted geometry.

```
63
C21H33N2O4P2V (ωB97M-V with the def2-TZVPD basis set)
C 3.378 -1.352 -2.060
C 2.478 -0.854 -1.116
N 1.207 -0.523 -1.454
C 0.855 -0.555 -2.755
C 1.691 -1.091 -3.739
C 2.971 -1.519 -3.378
C 2.903 -0.692 0.302
P 1.462 -0.701 1.435
V -0.275 -0.080 -0.005
P -1.116 1.211 -1.861
C -0.492 0.012 -3.111
C -0.794 1.357 1.623
C -1.372 0.609 2.686
C -2.231 1.233 3.601
C -2.532 2.598 3.463
C -1.967 3.337 2.411
C -1.150 2.715 1.466
O 4.351 1.567 0.881
O 2.147 2.921 1.332
H 4.369 -1.655 -1.715
H 1.307 -1.182 -4.756
H 3.622 -1.996 -4.111
C 1.383 -2.452 1.856
C 2.085 0.015 2.976
H -0.392 0.577 -4.046
H -1.233 -0.788 -3.279
H 3.522 0.253 0.486
H 3.507 -1.545 0.652
C -2.894 1.274 -2.180
C -0.561 2.790 -2.589
H -1.108 -0.443 2.815
H -2.685 0.659 4.423
H -3.219 3.089 4.168
H -2.162 4.413 2.322
H -0.786 3.272 0.599
H 1.422 2.313 1.015
H 1.860 3.248 2.202
H 3.578 2.188 1.061
H 4.853 1.911 0.125
H 0.527 1.039 0.914
H 2.298 -2.740 2.387
H 0.507 -2.610 2.493
H 1.268 -3.058 0.950
H 2.935 -0.586 3.327
H 2.409 1.055 2.832
H 1.279 0.000 3.721
H -1.000 2.941 -3.590
H -0.874 3.612 -1.934
H 0.532 2.832 -2.672
H -3.117 1.646 -3.185
H -3.343 0.289 -2.054
H -3.333 1.916 -1.410
O -0.068 -3.261 -1.022
C -1.201 -2.971 -0.649
C -2.407 -3.859 -0.694
C -3.497 -3.053 -0.048
C -2.904 -1.665 0.155
O -3.473 -0.627 0.462
N -1.554 -1.738 -0.144
H -2.622 -4.121 -1.727
H -2.192 -4.768 -0.148
H -4.401 -2.960 -0.651
H -3.753 -3.444 0.941
```

charge	0
⟨S²⟩	2.1105
E_LUMO (alpha / beta)	0.44 / 0.44	eV
spin multiplicity	3
HOMO-LUMO gap (alpha / beta)	6.90 / 6.10	eV
HOMO level (alpha / beta)	-0.237 / -0.208	Ha
largest force on an atom	0.048	hartree/bohr

[2]
Density functional theory data (ωB97M-V with the def2-TZVPD basis set) for a structure of composition C21H33N4O3PPt at a distorted geometry.

```
63
C21H33N4O3PPt (ωB97M-V with the def2-TZVPD basis set)
Pt -0.786 -0.502 0.221
N -2.458 -3.154 -1.343
C -2.675 -3.857 -0.239
C -2.965 -5.247 -0.348
C -3.396 -5.981 0.737
C -3.520 -5.369 1.979
C -3.126 -4.018 2.177
C -3.149 -3.426 3.454
C -2.698 -2.132 3.609
C -2.236 -1.452 2.485
N -2.192 -1.983 1.266
C -2.651 -3.238 1.076
H -2.391 -2.141 -1.337
H -2.529 -3.623 -2.239
H -2.882 -5.728 -1.314
H -3.637 -7.029 0.616
H -3.882 -5.937 2.824
H -3.514 -3.983 4.307
H -2.691 -1.654 4.575
H -1.898 -0.423 2.594
C 0.100 3.925 3.125
C -0.302 3.124 1.911
O 0.759 2.253 1.480
P 0.832 0.658 1.510
O 2.316 0.426 1.061
C 3.030 1.111 0.013
C 4.388 1.538 0.525
O 0.816 0.149 3.010
C 1.965 0.129 3.908
C 1.608 0.674 5.262
H -0.616 4.728 3.279
H 1.084 4.368 2.993
H 0.129 3.307 4.026
H -0.488 3.803 1.070
H -1.215 2.548 2.088
H 2.452 1.979 -0.316
H 3.132 0.402 -0.815
H 4.289 2.150 1.421
H 4.892 2.119 -0.244
H 5.013 0.681 0.777
H 2.798 0.671 3.448
H 2.287 -0.916 4.002
H 1.290 1.721 5.222
H 2.484 0.595 5.907
H 0.792 0.118 5.728
N -0.731 -0.065 -1.814
C -0.390 0.393 -2.835
N -0.038 0.885 -3.959
C 1.005 0.275 -4.778
C 2.130 1.266 -5.076
C 1.610 2.686 -5.234
C 0.130 2.745 -5.561
C -0.751 2.008 -4.559
H 0.539 -0.015 -5.728
H 1.386 -0.626 -4.297
H 2.624 0.957 -6.004
H 2.912 1.211 -4.314
H 2.184 3.227 -5.992
H 1.788 3.254 -4.308
H 0.002 2.317 -6.565
H -0.210 3.778 -5.643
H -1.653 1.637 -5.063
H -1.096 2.682 -3.769
```

charge	+4
energy above the lowest of the compared OMol25 structures with the same formula, charge and spin	213.1	kJ/mol
E_LUMO (alpha / beta)	-16.84 / -16.84	eV
HOMO-LUMO gap (alpha / beta)	3.07 / 3.07	eV
HOMO level (alpha / beta)	-0.732 / -0.732	Ha
largest force on an atom	0.064	hartree/bohr

[3]
Density functional theory data (ωB97M-V with the def2-TZVPD basis set) for a structure of composition C21H33N5O8P2SiTl.

```
71
C21H33N5O8P2SiTl (ωB97M-V with the def2-TZVPD basis set)
Tl -0.851 0.661 -0.614
C 2.864 2.927 3.500
Si 1.911 2.888 1.880
C 0.090 2.848 2.267
C 2.323 4.423 0.893
N 2.277 1.480 0.934
C 3.406 1.216 0.167
C 4.602 1.923 0.305
C 5.705 1.662 -0.493
C 5.645 0.662 -1.452
C 4.470 -0.061 -1.605
C 3.372 0.209 -0.809
O 2.168 -0.423 -0.956
C 2.107 -1.747 -1.318
C 1.056 -2.124 -2.140
C 0.883 -3.463 -2.453
C 1.761 -4.419 -1.964
C 2.804 -4.029 -1.134
C 2.976 -2.695 -0.797
H 2.599 3.815 4.080
H 3.945 2.934 3.352
H 2.616 2.048 4.098
H -0.144 3.526 3.091
H -0.234 1.848 2.549
H -0.507 3.152 1.407
H 2.028 5.318 1.445
H 1.772 4.411 -0.049
H 3.384 4.508 0.659
H 4.659 2.690 1.066
H 6.614 2.234 -0.354
H 6.497 0.442 -2.081
H 4.398 -0.835 -2.359
H 0.354 -1.381 -2.496
H 0.043 -3.752 -3.071
H 1.626 -5.463 -2.214
H 3.479 -4.770 -0.725
H 3.767 -2.391 -0.124
N -4.341 0.189 -4.189
C -4.505 0.257 -2.690
C -5.978 0.146 -2.335
P -3.597 -1.319 -2.184
O -4.352 -1.766 -0.870
O -3.989 -2.209 -3.331
O -2.143 -1.048 -1.946
P -3.694 1.842 -2.219
O -4.901 2.926 -2.448
O -3.350 1.841 -0.768
O -2.679 2.053 -3.298
H -4.240 -0.836 -4.367
H -3.478 0.734 -4.372
H -5.130 0.604 -4.679
H -6.367 -0.837 -2.605
H -6.560 0.927 -2.834
H -6.094 0.263 -1.260
H -3.992 -1.433 -0.013
H -5.208 3.209 -1.584
C -0.049 -2.669 4.337
N -0.824 -1.860 3.444
C -2.250 -2.018 3.329
C -2.535 -1.267 2.031
O -3.674 -1.169 1.565
N -1.396 -0.801 1.522
C -0.346 -1.194 2.318
N 0.880 -0.923 2.024
H -0.289 -2.443 5.380
H 1.013 -2.478 4.193
H -0.225 -3.740 4.171
H -2.799 -1.566 4.162
H -2.561 -3.066 3.237
H 1.669 0.664 1.066
H 1.520 -1.284 2.725
```

charge	-1
energy above the lowest of the compared OMol25 structures with the same formula, charge and spin	0.0	kJ/mol
E_LUMO	2.59	eV
HOMO-LUMO gap	7.81	eV
HOMO level	-0.192	Ha
largest force on an atom	0.011	hartree/bohr

[4]
Density functional theory data (ωB97M-V with the def2-TZVPD basis set) for a structure of composition C21H34BBe2Cl4CsF5LiN2O9S at a distorted geometry.

```
81
C21H34BBe2Cl4CsF5LiN2O9S (ωB97M-V with the def2-TZVPD basis set)
C -1.446 1.972 -0.398
C -1.304 1.543 1.047
O -0.178 0.648 1.232
C -0.653 -0.725 1.496
C 0.540 -1.672 1.602
C 0.384 -3.027 0.896
S 2.056 -3.816 0.909
C -0.052 -2.820 -0.577
O 1.064 -2.518 -1.452
C 1.271 -1.200 -1.597
C 2.255 -0.528 -0.825
C 2.607 0.830 -0.871
C 3.714 1.308 0.023
C 1.923 1.697 -1.760
C 0.914 1.115 -2.558
C 0.538 -0.399 -2.520
C -0.625 -0.964 -3.559
C -1.976 -1.348 -2.888
C -0.023 -2.153 -4.556
O -0.393 -3.936 1.629
C -1.756 -3.810 1.433
O -2.471 -3.188 2.147
H -1.508 1.102 -1.084
H -2.365 2.544 -0.542
H -0.627 2.661 -0.676
H -1.218 2.447 1.649
H -2.230 1.049 1.348
H -1.388 -0.955 0.723
H -1.209 -0.699 2.432
H 1.431 -1.144 1.283
H 0.687 -1.872 2.663
H 2.796 -2.956 0.199
H -0.809 -2.048 -0.694
H -0.496 -3.744 -0.950
H 2.811 -1.122 -0.112
H 4.244 2.137 -0.445
H 4.451 0.502 0.091
H 3.367 1.574 1.021
H 2.192 2.745 -1.809
H 0.363 1.801 -3.292
H -0.851 -0.093 -4.267
H -2.829 -1.272 -3.553
H -2.083 -0.746 -1.987
H -1.895 -2.386 -2.563
H 0.580 -1.630 -5.384
H 0.682 -2.812 -4.021
H -0.826 -2.677 -5.065
H -2.159 -4.365 0.571
N 6.010 1.355 1.057
O 6.114 2.213 0.173
O 6.002 1.685 2.240
O 5.867 0.162 0.742
Cs 0.886 0.366 -4.949
Be 0.516 0.831 -0.464
O -0.323 3.782 3.804
H -0.227 2.986 3.249
F 4.042 2.648 -3.684
C -6.313 1.383 2.861
C -5.126 0.541 2.484
O -4.027 1.053 2.259
N -5.298 -0.797 2.406
C -6.514 -1.560 2.642
H -6.011 2.426 2.883
H -7.112 1.265 2.129
H -6.679 1.106 3.849
H -4.462 -1.304 2.159
H -6.346 -2.267 3.455
H -6.773 -2.119 1.743
H -7.341 -0.910 2.904
C 7.643 -3.433 -0.231
Cl 6.076 -2.650 -0.538
Cl 8.217 -4.183 -1.721
Cl 8.797 -2.220 0.309
Cl 7.441 -4.664 1.015
B -2.584 5.621 2.635
F -3.218 5.073 3.737
F -3.472 6.292 1.810
F -1.543 6.457 3.032
F -2.006 4.530 1.849
Li 5.346 4.156 -3.755
Be 4.916 5.121 -6.472
```

charge	+2
E_LUMO	-11.07	eV
HOMO-LUMO gap	1.88	eV
HOMO level	-0.476	Ha
largest force on an atom	0.249	hartree/bohr

> Look up the largest force on an atom of the second one.

0.064 hartree/bohr

> Look up the charge of the fourth one.

+2

> Look up the largest force on an atom of the third one.

0.011 hartree/bohr